(1)
H4IO2 | ωB97M-V with the def2-TZVPD basis set

- DFT total energy: -12262.978 eV
- F_max: 4.84 eV/Å
- Energy above the lowest of the compared OMol25 structures with the same formula, charge and spin: 67.0 kJ/mol

The geometry in ORCA input format:
```
! RIJCOSX wB97M-V def2-TZVPD def2/J DEFGRID3
* xyz -1 1
I 1.572 -0.494 -1.056
O 1.497 0.393 2.497
H 1.664 0.103 1.538
H 0.634 0.908 2.525
O -1.936 -0.398 -1.532
H -2.430 -0.409 -2.501
H -0.998 -0.100 -1.474
*
```

Atomic partial charges in e from the natural (NBO) method, atoms 1 to 4:
1. I -0.94
2. O -1.00
3. H 0.51
4. H 0.46


(2)
C7H10 | ωB97M-V with the def2-TZVPD basis set

- DFT total energy: -7417.307 eV
- F_max: 3.08 eV/Å
- Structure (SMILES): C=C/C=C/CC=C
- Energy above the lowest of the compared OMol25 structures with the same formula, charge and spin: 359.6 kJ/mol

The geometry in ORCA input format:
```
! RIJCOSX wB97M-V def2-TZVPD def2/J DEFGRID3
* xyz 0 1
C -0.585 -0.620 3.116
C -0.109 -1.561 2.171
C 0.544 -1.169 0.897
C 0.305 0.059 0.297
C 0.528 0.319 -1.188
C -0.061 1.495 -1.833
C -0.348 1.411 -3.138
H -0.427 0.536 3.089
H -1.455 -0.986 3.688
H -0.445 -2.626 2.122
H 0.730 -1.962 0.190
H -0.411 0.754 0.744
H 0.167 -0.578 -1.693
H 1.522 0.077 -1.406
H -0.603 2.289 -1.234
H -0.954 2.077 -3.656
H 0.231 0.807 -3.779
*
```

Atomic partial charges in e from the natural (NBO) method, atoms 1 to 4:
1. C -0.42
2. C -0.21
3. C -0.26
4. C -0.10


(3)
C4H7NO2 | ωB97M-V with the def2-TZVPD basis set

- DFT total energy: -9841.919 eV
- F_max: 0.44 eV/Å
- Energy above the lowest of the compared OMol25 structures with the same formula, charge and spin: 517.2 kJ/mol

The geometry in ORCA input format:
```
! RIJCOSX wB97M-V def2-TZVPD def2/J DEFGRID3
* xyz 0 1
C 1.246 -0.911 0.833
C 0.810 0.380 0.171
C -0.012 0.142 -1.100
N -1.898 -0.284 0.382
C -1.288 0.862 0.125
O -1.522 1.736 -0.768
O -0.139 1.085 0.949
H 0.366 -1.533 1.021
H 1.722 -0.680 1.790
H 1.966 -1.453 0.208
H 1.664 1.031 -0.060
H -0.318 -0.868 -1.349
H 0.083 0.836 -1.925
H -2.679 -0.342 -0.276
*
```

Atomic partial charges in e from the natural (NBO) method, atoms 1 to 4:
1. C -0.64
2. C 0.04
3. C 0.03
4. N -0.69


(4)
C26H26N4O4RuS2 | ωB97M-V with the def2-TZVPD basis set

- DFT total energy: -65791.088 eV
- F_max: 0.82 eV/Å
- <S²>: 0.7566
- Energy above the lowest of the compared OMol25 structures with the same formula, charge and spin: 9.6 kJ/mol

The geometry in ORCA input format:
```
! RIJCOSX wB97M-V def2-TZVPD def2/J DEFGRID3
* xyz -1 2
Ru 0.913 -0.366 0.224
O 0.237 -0.391 -1.707
C 0.571 -1.282 -2.566
C -0.223 -1.394 -3.746
C 0.074 -2.284 -4.740
C 1.187 -3.139 -4.644
C 1.965 -3.064 -3.519
C 1.693 -2.165 -2.468
C 2.585 -2.217 -1.339
N 2.492 -1.552 -0.251
C 3.438 -1.749 0.832
C 2.607 -1.948 2.083
N 1.697 -0.808 2.186
C 1.237 -0.568 3.365
C 0.441 0.528 3.809
C -0.180 0.429 5.070
C -0.899 1.465 5.605
C -0.981 2.669 4.872
C -0.354 2.819 3.668
C 0.395 1.753 3.067
O 1.015 1.889 1.976
H -1.088 -0.746 -3.807
H -0.566 -2.334 -5.614
H 1.417 -3.843 -5.433
H 2.826 -3.717 -3.416
H 3.426 -2.909 -1.433
H 4.034 -0.838 0.938
H 4.101 -2.598 0.638
H 3.252 -2.017 2.963
H 2.031 -2.876 1.992
H 1.522 -1.275 4.154
H -0.093 -0.508 5.613
H -1.395 1.366 6.562
H -1.555 3.496 5.276
H -0.425 3.747 3.114
O -2.713 1.344 1.416
C -2.024 0.523 0.813
O -0.833 0.749 0.407
C -2.680 -0.759 0.330
C -4.034 -0.682 0.021
C -4.721 -1.761 -0.514
C -4.043 -2.952 -0.737
C -2.699 -3.049 -0.418
C -2.000 -1.966 0.121
S -0.336 -2.271 0.617
H -4.535 0.256 0.220
H -5.773 -1.673 -0.755
H -4.557 -3.806 -1.161
H -2.164 -3.976 -0.587
C 0.686 4.065 -3.107
N 1.240 2.849 -2.544
C 1.292 2.529 -1.234
S 2.503 1.407 -0.739
N 0.460 3.057 -0.363
C -0.889 3.520 -0.660
H 1.009 4.129 -4.144
H 1.047 4.949 -2.575
H -0.402 4.070 -3.092
H 1.915 2.342 -3.090
H 0.590 2.674 0.601
H -0.909 4.561 -0.992
H -1.470 3.417 0.254
H -1.355 2.878 -1.409
*
```

Atomic partial charges in e from the natural (NBO) method, atoms 1 to 4:
1. Ru 0.82
2. O -0.63
3. C 0.44
4. C -0.29


(5)
C72H56O20 | ωB97M-V with the def2-TZVPD basis set

- DFT total energy: -116522.869 eV
- F_max: 4.36 eV/Å
- Structure (SMILES): O=C1c2ccccc2C(=O)c2ccccc21.O=C1c2ccccc2C(=O)c2ccccc21.O=C1c2ccccc2C(=O)c2ccccc21.O=C1c2ccccc2C(=O)c2ccccc21.C[C@H]1COC(=O)O1.C[C@H]1COC(=O)O1.C[C@H]1COC(=O)O1.C[C@H]1COC(=O)O1

The geometry in ORCA input format:
```
! RIJCOSX wB97M-V def2-TZVPD def2/J DEFGRID3
* xyz 0 1
O -26.856 3.979 23.316
C -26.568 3.212 24.244
C -26.231 3.790 25.591
C -26.550 5.133 25.859
C -26.170 5.629 27.150
C -25.393 4.878 27.966
C -25.049 3.575 27.626
C -25.620 2.951 26.556
C -25.649 1.421 26.418
O -25.230 0.772 27.366
C -26.286 0.798 25.218
C -26.496 -0.578 25.186
C -26.751 -1.097 23.925
C -26.957 -0.292 22.796
C -26.824 1.038 22.913
C -26.536 1.697 24.132
H -27.004 5.744 25.111
H -26.509 6.660 27.333
H -25.040 5.282 28.813
H -24.391 3.073 28.296
H -26.273 -1.203 26.096
H -26.780 -2.237 23.867
H -27.228 -0.680 21.821
H -27.073 1.606 22.008
O -17.988 -3.178 32.689
C -17.078 -3.232 31.868
C -17.394 -3.573 30.432
C -18.711 -3.682 29.971
C -19.028 -3.791 28.599
C -18.017 -3.890 27.657
C -16.714 -3.926 28.185
C -16.423 -3.751 29.489
C -14.981 -3.778 29.920
O -14.096 -4.067 29.114
C -14.595 -3.403 31.293
C -13.268 -3.204 31.704
C -13.038 -2.577 32.954
C -14.049 -2.139 33.807
C -15.377 -2.338 33.335
C -15.639 -2.953 32.115
H -19.472 -3.490 30.742
H -20.118 -3.630 28.341
H -18.295 -3.991 26.608
H -15.876 -3.850 27.525
H -12.383 -3.569 31.100
H -12.008 -2.534 33.299
H -13.869 -1.641 34.761
H -16.207 -2.025 33.958
O -24.106 2.149 20.009
C -23.889 1.693 21.129
C -23.582 2.686 22.203
C -23.469 4.012 21.842
C -23.080 4.945 22.790
C -22.886 4.515 24.120
C -22.878 3.192 24.484
C -23.239 2.288 23.483
C -23.243 0.860 23.795
O -23.119 0.540 24.995
C -23.663 -0.075 22.817
C -23.691 -1.397 23.198
C -24.230 -2.337 22.330
C -24.594 -2.039 21.012
C -24.397 -0.754 20.536
C -23.971 0.229 21.441
H -23.652 4.295 20.796
H -22.989 6.015 22.579
H -22.735 5.319 24.810
H -22.594 2.792 25.446
H -23.390 -1.658 24.278
H -24.373 -3.318 22.805
H -25.013 -2.885 20.414
H -24.696 -0.450 19.528
O -20.953 0.480 19.472
C -21.113 -0.637 19.929
C -21.649 -1.754 19.064
C -21.875 -1.426 17.738
C -22.387 -2.391 16.862
C -22.491 -3.740 17.281
C -22.274 -4.086 18.632
C -21.806 -3.103 19.542
C -21.551 -3.352 21.016
O -21.816 -4.431 21.509
C -20.883 -2.264 21.848
C -20.419 -2.622 23.133
C -19.864 -1.599 23.897
C -19.633 -0.295 23.345
C -20.071 -0.030 22.083
C -20.743 -0.974 21.336
H -21.889 -0.374 17.424
H -22.481 -2.091 15.809
H -22.845 -4.398 16.484
H -22.272 -5.119 18.960
H -20.591 -3.621 23.497
H -19.634 -1.632 24.934
H -19.143 0.507 23.904
H -19.913 0.904 21.700
C -21.876 0.291 28.095
C -21.685 -0.780 29.074
C -20.434 -0.626 29.872
O -20.734 -0.890 31.233
C -22.031 -0.781 31.381
O -22.602 -0.865 32.441
O -22.661 -0.504 30.186
H -21.103 0.218 27.364
H -21.922 1.247 28.617
H -22.812 0.156 27.463
H -21.996 -1.735 28.649
H -20.148 0.446 29.752
H -19.571 -1.230 29.681
C -25.663 1.082 30.817
C -27.092 0.870 30.912
C -27.956 1.954 30.290
O -28.306 1.384 28.989
C -28.098 0.044 28.957
O -28.424 -0.658 28.100
O -27.422 -0.319 30.077
H -25.246 0.104 30.946
H -25.274 1.753 31.514
H -25.381 1.489 29.863
H -27.296 0.675 31.935
H -27.299 2.806 30.079
H -28.790 2.231 30.901
C -19.938 -7.769 29.805
C -20.937 -8.055 28.669
C -21.681 -9.381 28.897
O -23.122 -9.043 28.914
C -23.246 -7.697 28.822
O -24.251 -7.060 28.784
O -22.030 -7.081 28.821
H -20.390 -8.004 30.774
H -19.574 -6.729 29.650
H -19.143 -8.452 29.563
H -20.460 -8.074 27.718
H -21.551 -9.726 29.905
H -21.529 -10.157 28.131
C -25.235 -2.870 29.397
C -24.531 -3.778 28.463
C -25.225 -3.973 27.079
O -24.519 -3.119 26.153
C -23.255 -2.919 26.703
O -22.355 -2.382 26.120
O -23.239 -3.205 27.994
H -24.707 -2.784 30.379
H -26.231 -3.391 29.567
H -25.429 -1.852 28.998
H -24.275 -4.664 29.035
H -26.302 -3.727 26.992
H -25.050 -5.028 26.837
*
```

Atomic partial charges in e from the Mulliken method, atoms 1 to 4:
1. O -0.69
2. C 0.22
3. C 0.43
4. C -0.71


(6)
C30H30N4O6S2W | ωB97M-V with the def2-TZVPD basis set

- DFT total energy: -73323.153 eV
- F_max: 1.05 eV/Å
- Energy above the lowest of the compared OMol25 structures with the same formula, charge and spin: 17.5 kJ/mol

The geometry in ORCA input format:
```
! RIJCOSX wB97M-V def2-TZVPD def2/J DEFGRID3
* xyz 2 1
W 0.127 -0.263 0.010
O 0.437 1.309 1.078
C 1.251 2.384 1.022
C 1.760 2.908 2.199
C 2.587 4.015 2.133
C 2.896 4.617 0.907
C 2.343 4.112 -0.251
C 1.526 2.977 -0.203
C 0.673 2.603 -1.311
N -0.015 1.528 -1.379
C -1.326 1.638 -2.006
C -2.210 1.793 -0.795
N -1.928 0.658 0.113
C -2.903 0.276 0.852
C -2.976 -0.929 1.635
C -4.066 -1.205 2.461
C -4.178 -2.448 3.053
C -3.219 -3.430 2.786
C -2.139 -3.171 1.957
C -2.036 -1.907 1.416
O -1.007 -1.598 0.602
H 1.506 2.440 3.143
H 2.989 4.428 3.050
H 3.534 5.489 0.873
H 2.528 4.592 -1.206
H 0.451 3.385 -2.038
H -1.575 0.751 -2.569
H -1.401 2.509 -2.656
H -3.261 1.804 -1.075
H -1.971 2.725 -0.281
H -3.807 0.883 0.832
H -4.819 -0.442 2.626
H -5.016 -2.670 3.699
H -3.318 -4.412 3.229
H -1.396 -3.924 1.732
C 2.055 -2.029 -2.741
C 1.675 -2.903 -1.580
C 1.780 -4.306 -1.783
C 1.592 -5.168 -0.758
C 1.372 -4.657 0.546
C 1.293 -5.482 1.694
C 1.154 -4.926 2.935
C 1.096 -3.522 3.070
C 1.145 -2.717 1.961
S 1.171 -0.982 2.109
C 1.266 -3.270 0.677
N 1.337 -2.414 -0.401
H 3.059 -2.327 -3.057
H 2.064 -0.980 -2.499
H 1.390 -2.203 -3.584
H 2.008 -4.661 -2.780
H 1.647 -6.241 -0.911
H 1.376 -6.557 1.572
H 1.105 -5.551 3.816
H 1.016 -3.075 4.055
O 2.142 0.126 -0.562
S 3.336 0.305 0.450
C 4.502 1.309 -0.493
C 5.830 0.550 -0.428
C 5.461 -0.914 -0.648
C 4.332 -1.199 0.340
H 4.516 2.305 -0.057
H 4.105 1.352 -1.511
H 6.298 0.684 0.551
H 6.521 0.929 -1.179
H 6.299 -1.591 -0.489
H 5.106 -1.055 -1.672
H 4.699 -1.365 1.357
H 3.665 -2.015 0.071
O -2.462 -1.492 -1.759
N -1.374 -1.796 -2.134
O -1.038 -2.700 -2.834
O -0.316 -0.910 -1.809
*
```

Atomic partial charges in e from the Mulliken method, atoms 1 to 4:
1. W 1.95
2. O -0.30
3. C -0.17
4. C -0.64


(7)
C17H32MnNO | ωB97M-V with the def2-TZVPD basis set

- DFT total energy: -52988.582 eV
- F_max: 1.46 eV/Å
- <S²>: 6.3338
- Energy above the lowest of the compared OMol25 structures with the same formula, charge and spin: 211.6 kJ/mol

The geometry in ORCA input format:
```
! RIJCOSX wB97M-V def2-TZVPD def2/J DEFGRID3
* xyz 2 5
C 1.301 2.065 -1.980
H 2.293 2.209 -1.511
H 1.400 1.796 -3.037
H -0.275 -0.418 1.423
C 0.309 3.198 -1.694
H -0.688 2.915 -2.061
H 0.226 3.319 -0.601
C 0.617 4.587 -2.270
H -0.255 5.241 -2.147
H 1.454 5.051 -1.741
H 0.854 4.546 -3.338
C -0.854 -1.785 -0.210
C -1.489 -0.939 -1.141
C -0.524 -0.530 -2.121
C 0.768 -1.121 -1.743
C 0.545 -1.791 -0.481
C 1.543 -2.620 0.224
C 2.003 -1.173 -2.567
C -0.841 0.135 -3.411
C -2.951 -0.692 -1.230
C -1.547 -2.644 0.781
Mn 0.561 0.711 -0.683
H 2.875 -1.396 -1.941
H 1.968 -1.951 -3.348
H 2.168 -0.216 -3.069
H 2.563 -2.391 -0.106
H 1.511 -2.465 1.312
H 1.376 -3.693 0.049
H -2.418 -2.141 1.226
H -1.929 -3.564 0.311
H -0.880 -2.962 1.592
H -3.167 0.165 -1.883
H -3.508 -1.558 -1.623
H -3.366 -0.461 -0.237
H -0.005 0.741 -3.780
H -1.081 -0.606 -4.195
H -1.713 0.802 -3.309
C -0.247 0.019 5.685
N -0.809 0.041 4.340
C -2.257 0.192 4.151
C -0.077 -0.026 3.263
C 1.392 -0.028 3.141
O -0.812 -0.039 2.156
H -1.081 0.044 6.385
H 0.397 0.891 5.860
H 0.338 -0.895 5.850
H -2.481 1.114 3.594
H -2.683 -0.682 3.630
H -2.701 0.261 5.143
H 1.739 -0.907 2.571
H 1.738 0.874 2.599
H 1.893 -0.032 4.120
*
```

Atomic partial charges in e from the natural (NBO) method, atoms 1 to 4:
1. C -0.68
2. H 0.21
3. H 0.23
4. H 0.50


(8)
C6H6O3P2 | ωB97M-V with the def2-TZVPD basis set

- DFT total energy: -31036.361 eV
- F_max: 3.31 eV/Å
- Structure (SMILES): c1cc2ccc1OPOPO2
- Energy above the lowest of the compared OMol25 structures with the same formula, charge and spin: 0.0 kJ/mol

The geometry in ORCA input format:
```
! RIJCOSX wB97M-V def2-TZVPD def2/J DEFGRID3
* xyz 0 1
C 0.221 -0.202 1.655
C -0.538 -1.243 1.094
C -1.275 -0.990 -0.069
C -1.632 0.310 -0.387
C -0.962 1.387 0.131
C 0.133 1.090 1.021
O 1.325 1.740 0.811
P 2.067 1.160 -0.645
O 1.019 -0.070 -1.237
P 0.615 -1.705 -1.590
O -1.010 -1.837 -1.172
H 0.879 -0.310 2.460
H -0.152 -2.296 1.039
H -2.370 0.606 -1.014
H -1.252 2.374 -0.179
H 1.579 2.286 -1.555
H 1.353 -2.299 -0.364
*
```

Atomic partial charges in e from the natural (NBO) method, atoms 1 to 4:
1. C -0.25
2. C -0.26
3. C 0.26
4. C -0.24


(9)
C6H12O | ωB97M-V with the def2-TZVPD basis set

- DFT total energy: -8461.760 eV
- F_max: 2.80 eV/Å
- Structure (SMILES): C=C/C(C)=C/C.O
- Energy above the lowest of the compared OMol25 structures with the same formula, charge and spin: 250.3 kJ/mol

The geometry in ORCA input format:
```
! RIJCOSX wB97M-V def2-TZVPD def2/J DEFGRID3
* xyz 0 1
C 2.427 0.828 0.223
C 1.893 0.036 1.177
C 0.539 -0.549 1.145
C -0.142 -1.201 2.273
C -0.136 -0.409 -0.031
C -1.649 -0.420 -0.216
H 1.741 1.375 -0.428
H 3.196 1.547 0.498
H 2.510 -0.085 2.070
H 0.296 -2.179 2.506
H -0.130 -0.660 3.240
H -1.194 -1.392 2.100
H 0.391 -0.401 -0.982
H -1.947 0.255 -1.009
H -1.875 -1.467 -0.481
H -2.192 -0.367 0.726
O -1.122 1.419 -3.972
H -1.586 1.299 -4.834
H -1.018 2.372 -4.004
*
```

Atomic partial charges in e from the natural (NBO) method, atoms 1 to 4:
1. C -0.43
2. C -0.16
3. C -0.10
4. C -0.63


(10)
C9H6N2O | ωB97M-V with the def2-TZVPD basis set

- DFT total energy: -14455.703 eV
- F_max: 7.12 eV/Å
- Structure (SMILES): O=Cc1ccc2cccnc2n1
- Energy above the lowest of the compared OMol25 structures with the same formula, charge and spin: 120.5 kJ/mol

The geometry in ORCA input format:
```
! RIJCOSX wB97M-V def2-TZVPD def2/J DEFGRID3
* xyz 0 1
O -2.296 0.610 -3.574
C -1.757 1.241 -2.612
C -0.934 0.569 -1.599
C -0.603 -0.822 -1.719
C 0.097 -1.398 -0.773
C 0.385 -0.628 0.363
C 1.116 -1.206 1.515
C 1.374 -0.421 2.527
C 0.979 0.968 2.530
N 0.299 1.550 1.517
C 0.064 0.726 0.461
N -0.699 1.298 -0.545
H -1.773 2.452 -2.632
H -0.974 -1.335 -2.713
H 0.224 -2.369 -0.979
H 1.495 -2.256 1.369
H 1.904 -0.786 3.637
H 1.100 1.807 3.229
*
```

Atomic partial charges in e from the natural (NBO) method, atoms 1 to 4:
1. O -0.52
2. C 0.39
3. C 0.07
4. C -0.20


(11)
C6H13NO | ωB97M-V with the def2-TZVPD basis set

- DFT total energy: -9968.120 eV
- F_max: 5.35 eV/Å
- Structure (SMILES): CC1(C)CO[C@]1(C)N
- Energy above the lowest of the compared OMol25 structures with the same formula, charge and spin: 294.7 kJ/mol

The geometry in ORCA input format:
```
! RIJCOSX wB97M-V def2-TZVPD def2/J DEFGRID3
* xyz 0 1
C 0.885 -1.602 -0.216
C 0.167 -0.293 -0.505
C 0.819 0.467 -1.640
C -1.603 -0.862 -0.616
O -1.627 -0.371 0.773
C -0.524 0.461 0.580
C 0.655 0.501 1.882
N -0.920 1.794 0.284
H 1.937 -1.420 0.026
H 0.866 -2.249 -1.098
H 0.412 -2.147 0.603
H 0.244 1.338 -1.959
H 0.904 -0.181 -2.518
H 1.827 0.791 -1.360
H -2.301 -0.301 -1.242
H -1.777 -1.939 -0.645
H 0.026 0.688 2.754
H 1.341 1.336 1.729
H 1.206 -0.417 2.079
H -1.923 1.891 0.165
H -0.612 2.516 0.922
*
```

Atomic partial charges in e from the natural (NBO) method, atoms 1 to 4:
1. C -0.63
2. C 0.03
3. C -0.64
4. C -0.10